# 1
# C2H3BrFNO2

A cluster of 2 separate species, C2H3BrFNO2 in total (ωB97M-V/def2-TZVPD, the OMol25 dataset).

Last column: Löwdin charge in e.
Geometry (Å):
C (0.493, 0.769, 0.955)  -0.096
C (-0.882, 0.318, 0.759)  -0.903
N (0.252, -1.160, -1.684)  -0.130
O (0.154, -2.274, -2.174)  0.088
O (1.160, -0.334, -1.836)  0.045
F (-1.160, -0.955, 0.878)  -0.023
Br (-2.334, 1.255, 0.201)  0.812
H (0.929, 0.959, -0.056)  0.077
H (0.570, 1.556, 1.672)  0.082
H (0.817, -0.135, 1.284)  0.049

ΔE to the lowest compared entry with this formula, charge and spin in kcal per mole: 62.97
Energy in Ha: -2956.9102
E_LUMO (spin up / spin down) in hartree: -0.0117 / -0.0930
HOMO level (spin up / spin down) in eV: -11.1 / -7.5
Strongest force on any atom in eV/A: 3.6
Kohn-Sham gap (spin up / spin down) in Eh: 0.3958 / 0.1818
M in g mol⁻¹: 171.95


# 2
# C2H3BrFNO2

A cluster of 2 separate species, C2H3BrFNO2 in total (ωB97M-V/def2-TZVPD, the OMol25 dataset).

Last column: Löwdin charge in e.
Geometry (Å):
C (-0.748, -0.500, -0.288)  0.054
C (0.096, 1.179, 0.815)  -0.644
N (0.378, -1.078, -1.006)  -0.503
O (0.625, -0.603, -2.115)  0.023
O (1.033, -1.949, -0.507)  0.035
F (-0.718, 1.300, 1.837)  -0.028
Br (1.934, 0.874, 1.432)  0.681
H (-1.019, -1.179, 0.661)  0.155
H (-1.626, -0.048, -0.894)  0.136
H (0.045, 2.002, 0.066)  0.091

ΔE to the lowest compared entry with this formula, charge and spin in kcal per mole: 66.22
Energy in Ha: -2956.8137
E_LUMO (spin up / spin down) in hartree: 0.0159 / -0.1334
HOMO level (spin up / spin down) in eV: -7.5 / -10.8
Strongest force on any atom in eV/A: 5.6
Kohn-Sham gap (spin up / spin down) in Eh: 0.2909 / 0.2632
M in g mol⁻¹: 171.95
Spin multiplicity: 3


# 3
# C2H3BrN

The ion C2H3BrN with charge +1 (ωB97M-V/def2-TZVPD, the OMol25 dataset).

Last column: Löwdin charge in e.
Geometry (Å):
C (-1.550, -0.074, 0.017)  -0.100
C (-2.761, -0.092, 0.138)  -0.540
N (-0.125, 0.061, -0.058)  0.248
Br (-4.612, 0.011, -0.014)  0.871
H (0.200, 0.061, 0.857)  0.153
H (0.018, 0.888, -0.531)  0.147
H (0.424, -0.779, -0.384)  0.222

Net charge: +1
ΔE to the lowest compared entry with this formula, charge and spin in kcal per mole: 13.22
Energy in Ha: -2706.2024
E_LUMO (spin up / spin down) in hartree: -0.1597 / -0.3061
HOMO level (spin up / spin down) in eV: -9.9 / -14.7
Strongest force on any atom in eV/A: 5.4
Kohn-Sham gap (spin up / spin down) in Eh: 0.2043 / 0.2352
M in g mol⁻¹: 120.96
Spin multiplicity: 3


# 4
# C2H3BrN2O

The molecule C2H3BrN2O (ωB97M-V/def2-TZVPD, the OMol25 dataset).

Last column: Löwdin charge in e.
Geometry (Å):
H (-1.283, -2.056, 0.187)  0.071
N (-0.824, -1.421, -0.484)  0.101
N (-0.061, -0.673, 0.149)  -0.141
C (0.791, 0.153, -0.562)  -0.755
Br (2.611, -0.114, 0.039)  0.721
C (0.575, 1.775, -0.280)  -0.278
O (-0.307, 2.296, 0.362)  0.058
H (0.728, 0.134, -1.734)  0.128
H (1.534, 2.273, -0.609)  0.094

SMILES: [H]/N=N/[C@H](Br)C=O
ΔE to the lowest compared entry with this formula, charge and spin in kcal per mole: 10.36
Energy in Ha: -2836.6850
E_LUMO in hartree: -0.0099
HOMO level in eV: -9.9
Strongest force on any atom in eV/A: 4.7
Kohn-Sham gap in Eh: 0.3537
M in g mol⁻¹: 150.96


# 5
# C2H3BrO

A cluster of 2 separate species, C2H3BrO in total (ωB97M-V/def2-TZVPD, the OMol25 dataset).

Last column: Löwdin charge in e.
Geometry (Å):
C (0.006, -0.436, 0.611)  -0.175
C (-1.029, -0.197, -0.349)  -0.848
O (-0.560, -1.464, -0.209)  -0.088
Br (-2.871, 0.041, 0.032)  0.667
H (0.961, -0.206, 0.289)  0.079
H (-0.317, -0.556, 1.765)  0.169
H (-0.891, 0.962, -1.941)  0.196

ΔE to the lowest compared entry with this formula, charge and spin in kcal per mole: 120.88
Energy in Ha: -2727.0633
E_LUMO (spin up / spin down) in hartree: -0.0260 / -0.0256
HOMO level (spin up / spin down) in eV: -9.5 / -9.5
Strongest force on any atom in eV/A: 4.0
Kohn-Sham gap (spin up / spin down) in Eh: 0.3247 / 0.3241
M in g mol⁻¹: 122.95


# 6
# C2H3BrS

A structure of composition C2H3BrS (ωB97M-V/def2-TZVPD, the OMol25 dataset).

Last column: Löwdin charge in e.
Geometry (Å):
C (0.979, 0.432, -0.074)  -1.273
C (-0.954, -0.235, -0.009)  -0.068
S (1.383, 1.961, 0.035)  0.616
Br (2.118, -1.094, 0.003)  0.598
H (-1.598, 0.165, 0.923)  0.079
H (-0.676, -1.372, 0.129)  0.030
H (-1.251, 0.143, -1.007)  0.019

ΔE to the lowest compared entry with this formula, charge and spin in kcal per mole: 47.28
Energy in Ha: -3050.1023
E_LUMO in hartree: -0.0167
HOMO level in eV: -8.8
Strongest force on any atom in eV/A: 3.9
Kohn-Sham gap in Eh: 0.3066
M in g mol⁻¹: 139.02


# 7
# C2H3BrS

The molecule C2H3BrS (ωB97M-V/def2-TZVPD, the OMol25 dataset).

Last column: Löwdin charge in e.
Geometry (Å):
C (-0.722, 0.220, 0.009)  -0.227
C (0.667, -0.229, 0.045)  -1.129
S (1.239, -2.069, -0.011)  0.385
Br (2.035, 1.014, 0.008)  0.718
H (-0.859, 1.065, 0.688)  0.081
H (-1.407, -0.583, 0.259)  0.076
H (-0.953, 0.582, -0.998)  0.096

SMILES: CC(=S)Br
ΔE to the lowest compared entry with this formula, charge and spin in kcal per mole: 25.91
Energy in Ha: -3050.1363
E_LUMO (spin up / spin down) in hartree: -0.0444 / -0.0444
HOMO level (spin up / spin down) in eV: -8.8 / -8.8
Strongest force on any atom in eV/A: 6.6
Kohn-Sham gap (spin up / spin down) in Eh: 0.2791 / 0.2792
M in g mol⁻¹: 139.02


# 8
# C2H3Cl2FS

A cluster of 2 separate species, C2H3Cl2FS in total (ωB97M-V/def2-TZVPD, the OMol25 dataset).

Last column: Löwdin charge in e.
Geometry (Å):
C (0.887, 1.076, -1.617)  -0.395
C (-0.813, -0.577, 1.426)  -1.373
F (-1.106, 0.360, 2.398)  -0.124
S (0.871, 0.233, -0.149)  0.823
Cl (-2.193, -1.168, 0.671)  0.626
Cl (0.108, -1.943, 2.111)  0.523
H (1.007, 2.222, -1.508)  0.040
H (0.699, 0.625, -2.534)  -0.027
H (0.540, -0.827, -0.799)  -0.093

ΔE to the lowest compared entry with this formula, charge and spin in kcal per mole: 86.80
Energy in Ha: -1496.2989
E_LUMO (spin up / spin down) in hartree: -0.0079 / -0.0266
HOMO level (spin up / spin down) in eV: -8.2 / -7.9
Strongest force on any atom in eV/A: 4.2
Kohn-Sham gap (spin up / spin down) in Eh: 0.2944 / 0.2622
M in g mol⁻¹: 149.02


# 9
# C2H3Cl2N

A cluster of 2 separate species, C2H3Cl2N in total (ωB97M-V/def2-TZVPD, the OMol25 dataset).

Last column: Löwdin charge in e.
Geometry (Å):
C (-0.385, 0.144, -0.769)  -0.673
C (0.608, 0.171, 0.288)  -0.182
N (0.119, -1.019, -0.065)  0.082
Cl (0.145, 0.264, -2.443)  0.633
Cl (-0.302, 1.093, 2.597)  -0.217
H (-1.387, 0.519, -0.619)  0.106
H (1.577, 0.539, 0.536)  0.097
H (-0.376, -1.711, 0.475)  0.154

ΔE to the lowest compared entry with this formula, charge and spin in kcal per mole: 56.19
Energy in Ha: -1053.0334
E_LUMO (spin up / spin down) in hartree: -0.0546 / -0.0546
HOMO level (spin up / spin down) in eV: -9.7 / -9.7
Strongest force on any atom in eV/A: 2.3
Kohn-Sham gap (spin up / spin down) in Eh: 0.3003 / 0.3003
M in g mol⁻¹: 111.96


# 10
# C2H3Cl2N2

A structure of composition C2H3Cl2N2 (ωB97M-V/def2-TZVPD, the OMol25 dataset).

Last column: Löwdin charge in e.
Geometry (Å):
C (-1.490, 0.057, -0.384)  0.125
C (1.528, -0.300, 0.305)  -0.672
N (-2.555, -0.224, -0.075)  -0.476
N (1.095, 0.755, -0.286)  0.023
Cl (-4.067, -0.381, 0.445)  0.871
Cl (3.131, -0.749, 0.393)  0.797
H (0.725, -1.093, 0.659)  0.137
H (-0.186, 0.462, -0.536)  0.055
H (1.818, 1.473, -0.523)  0.141

Net charge: +1
ΔE to the lowest compared entry with this formula, charge and spin in kcal per mole: 5.63
Energy in Ha: -1107.5161
E_LUMO in hartree: -0.1522
HOMO level in eV: -15.9
Strongest force on any atom in eV/A: 2.5
Kohn-Sham gap in Eh: 0.4326
M in g mol⁻¹: 125.97


# 11
# C2H3Cl2NO2

A cluster of 2 separate species, C2H3Cl2NO2 in total (ωB97M-V/def2-TZVPD, the OMol25 dataset).

Last column: Löwdin charge in e.
Geometry (Å):
C (-0.836, -0.053, 0.276)  0.050
C (1.563, 0.452, -0.254)  -1.032
N (-1.298, 0.900, -0.637)  -0.523
O (-1.714, 0.404, -1.662)  0.038
O (-1.126, 2.096, -0.460)  -0.007
Cl (2.472, -0.469, 0.870)  0.602
Cl (1.784, 2.132, -0.164)  0.674
H (-0.925, -1.146, 0.057)  0.106
H (-0.649, 0.215, 1.388)  0.120
H (1.281, 0.092, -1.137)  -0.027

ΔE to the lowest compared entry with this formula, charge and spin in kcal per mole: 157.41
Energy in Ha: -1203.4007
E_LUMO (spin up / spin down) in hartree: -0.0436 / -0.0616
HOMO level (spin up / spin down) in eV: -9.8 / -9.2
Strongest force on any atom in eV/A: 4.5
Kohn-Sham gap (spin up / spin down) in Eh: 0.3156 / 0.2747
M in g mol⁻¹: 143.96


# 12
# C2H3Cl3

A cluster of 2 separate species, C2H3Cl3 in total (ωB97M-V/def2-TZVPD, the OMol25 dataset).

Last column: Löwdin charge in e.
Geometry (Å):
C (-0.596, -0.609, -0.759)  -0.530
C (2.047, 0.144, 0.546)  -1.114
Cl (-0.186, -2.213, -0.659)  0.557
Cl (2.321, 1.024, -0.839)  0.611
Cl (2.416, -1.514, 0.623)  0.558
H (0.077, 0.147, -1.208)  -0.039
H (-1.469, -0.354, -0.306)  -0.038
H (2.030, 0.810, 1.362)  -0.006

ΔE to the lowest compared entry with this formula, charge and spin in kcal per mole: 95.16
Energy in Ha: -1458.4331
E_LUMO (spin up / spin down) in hartree: -0.0091 / 0.0075
HOMO level (spin up / spin down) in eV: -8.1 / -8.3
Strongest force on any atom in eV/A: 2.8
Kohn-Sham gap (spin up / spin down) in Eh: 0.2900 / 0.3138
M in g mol⁻¹: 133.41


# 13
# C2H3Cl3S

A structure of composition C2H3Cl3S (ωB97M-V/def2-TZVPD, the OMol25 dataset).

Last column: Löwdin charge in e.
Geometry (Å):
C (-0.631, -0.537, 0.086)  -0.539
C (0.150, 0.624, -0.683)  -1.580
H (1.129, -0.781, 2.563)  -0.011
H (-1.171, -1.136, -0.879)  0.148
H (-1.443, -0.365, 0.669)  -0.002
S (0.742, -1.474, 1.157)  0.492
Cl (-0.847, 1.357, -2.011)  0.497
Cl (1.818, 0.169, -1.207)  0.517
Cl (0.252, 2.143, 0.304)  0.479

ΔE to the lowest compared entry with this formula, charge and spin in kcal per mole: 60.16
Energy in Ha: -1856.6704
E_LUMO in hartree: -0.0048
HOMO level in eV: -9.5
Strongest force on any atom in eV/A: 5.6
Kohn-Sham gap in Eh: 0.3456
M in g mol⁻¹: 165.47


# 14
# C2H3ClF2S

A cluster of 2 separate species, C2H3ClF2S in total (ωB97M-V/def2-TZVPD, the OMol25 dataset).

Last column: Löwdin charge in e.
Geometry (Å):
C (-0.604, -0.671, 0.448)  -0.542
C (0.796, -0.379, 0.235)  -0.695
F (0.794, 2.105, -0.777)  -0.622
F (1.440, 0.326, 1.206)  0.091
S (-1.618, 0.343, -0.649)  0.756
Cl (1.631, -0.717, -1.110)  0.996
H (-0.819, -1.734, 0.214)  0.105
H (-1.097, -0.369, 1.353)  0.070
H (-0.524, 1.096, -0.920)  -0.159

ΔE to the lowest compared entry with this formula, charge and spin in kcal per mole: 93.22
Energy in Ha: -1135.9653
E_LUMO in hartree: -0.1026
HOMO level in eV: -9.3
Strongest force on any atom in eV/A: 4.4
Kohn-Sham gap in Eh: 0.2387
M in g mol⁻¹: 132.56


# 15
# C2H3ClFI

A cluster of 2 separate species, C2H3ClFI in total (ωB97M-V/def2-TZVPD, the OMol25 dataset).

Last column: Löwdin charge in e.
Geometry (Å):
C (-0.510, -0.218, -0.001)  -0.050
C (-1.647, -0.418, -0.639)  -0.865
F (-1.640, -0.944, -1.868)  -0.042
I (-3.589, -0.145, 0.124)  0.841
H (0.401, -0.424, -0.329)  0.000
H (-0.468, 0.348, 0.948)  0.078
Cl (1.109, -3.418, 0.423)  0.359
H (0.811, -4.460, 0.949)  -0.320

SMILES: C=C(F)I.Cl
ΔE to the lowest compared entry with this formula, charge and spin in kcal per mole: 17.53
Energy in Ha: -935.7059
E_LUMO in hartree: 0.0146
HOMO level in eV: -9.4
Strongest force on any atom in eV/A: 5.0
Kohn-Sham gap in Eh: 0.3607
M in g mol⁻¹: 208.40


# 16
# C2H3ClFN

A cluster of 2 separate species, C2H3ClFN in total (ωB97M-V/def2-TZVPD, the OMol25 dataset).

Last column: Löwdin charge in e.
Geometry (Å):
C (-1.102, -1.209, -0.008)  0.021
C (1.047, -0.035, -0.019)  -0.605
N (0.079, -0.780, -0.016)  -0.111
F (0.071, 3.112, 0.078)  -0.115
Cl (2.661, -0.528, -0.066)  0.622
H (-1.627, -1.380, -0.933)  0.083
H (-1.591, -1.434, 0.927)  0.083
H (0.462, 2.255, 0.037)  0.023

ΔE to the lowest compared entry with this formula, charge and spin in kcal per mole: 35.82
Energy in Ha: -692.7306
E_LUMO in hartree: -0.0048
HOMO level in eV: -9.0
Strongest force on any atom in eV/A: 1.6
Kohn-Sham gap in Eh: 0.3265
M in g mol⁻¹: 95.50


# 17
# C2H3ClFNO

A structure of composition C2H3ClFNO (ωB97M-V/def2-TZVPD, the OMol25 dataset).

Last column: Löwdin charge in e.
Geometry (Å):
C (-1.300, -0.916, 0.153)  -0.396
C (1.217, 0.330, -0.052)  -0.207
N (-0.109, 0.475, 0.543)  -0.496
O (-0.934, -2.027, -0.017)  0.158
F (-2.512, -0.469, 0.004)  0.117
Cl (-0.912, 1.843, -0.133)  0.595
H (1.858, 0.844, 0.645)  0.072
H (1.479, -0.783, -0.078)  0.106
H (1.213, 0.702, -1.065)  0.051

ΔE to the lowest compared entry with this formula, charge and spin in kcal per mole: 65.79
Energy in Ha: -767.9677
E_LUMO in hartree: 0.0145
HOMO level in eV: -9.6
Strongest force on any atom in eV/A: 4.6
Kohn-Sham gap in Eh: 0.3683
M in g mol⁻¹: 111.50


# 18
# C2H3ClFNS2

The molecule C2H3ClFNS2 (ωB97M-V/def2-TZVPD, the OMol25 dataset).

Last column: Löwdin charge in e.
Geometry (Å):
F (-0.208, 1.098, 1.657)  -0.086
C (0.726, 1.003, 0.610)  -0.694
Cl (0.294, 2.128, -0.749)  0.588
C (0.599, -0.508, 0.105)  -0.909
S (2.163, -1.059, -0.096)  0.670
N (-0.477, -1.152, -0.418)  -0.433
S (-2.118, -0.607, -0.033)  0.701
H (1.741, 1.331, 0.713)  0.042
H (-0.048, -2.257, -0.524)  0.185
H (-2.672, 0.023, -1.266)  -0.064

SMILES: F[C@H](Cl)C(=S)NS
ΔE to the lowest compared entry with this formula, charge and spin in kcal per mole: 41.16
Energy in Ha: -1489.1075
E_LUMO in hartree: -0.0122
HOMO level in eV: -9.1
Strongest force on any atom in eV/A: 4.3
Kohn-Sham gap in Eh: 0.3218
M in g mol⁻¹: 159.64


# 19
# C2H3ClN2O

The molecule C2H3ClN2O (ωB97M-V/def2-TZVPD, the OMol25 dataset).

Last column: Löwdin charge in e.
Geometry (Å):
H (2.646, 0.058, -0.068)  0.082
N (1.653, 0.224, -0.308)  0.137
C (0.735, -0.332, 0.305)  -0.315
C (-0.645, -0.185, -0.209)  -0.668
Cl (-1.626, -1.717, 0.053)  0.559
N (-1.370, 0.982, 0.424)  -0.045
O (-1.250, 2.027, -0.140)  0.035
H (0.573, -0.858, 1.268)  0.112
H (-0.717, -0.200, -1.324)  0.103

SMILES: [H]/N=C/[C@@H](Cl)N=O
ΔE to the lowest compared entry with this formula, charge and spin in kcal per mole: 80.92
Energy in Ha: -722.8247
E_LUMO in hartree: -0.0283
HOMO level in eV: -9.6
Strongest force on any atom in eV/A: 3.5
Kohn-Sham gap in Eh: 0.3248
M in g mol⁻¹: 106.51


# 20
# C2H3ClN3O4

A cluster of 2 separate species, C2H3ClN3O4 in total (ωB97M-V/def2-TZVPD, the OMol25 dataset).

Last column: Löwdin charge in e.
Geometry (Å):
C (-2.018, -1.760, -3.036)  -0.636
C (-0.357, 0.133, 0.107)  -0.308
N (-0.918, -1.648, -2.799)  0.317
N (-1.694, -0.360, 0.801)  -0.283
N (0.228, 1.076, 0.758)  0.068
O (-1.915, 0.075, 1.888)  0.152
O (-2.357, -1.120, 0.077)  0.081
O (0.072, -0.598, -0.798)  0.060
O (1.167, 1.768, 0.062)  0.077
Cl (-3.486, -2.080, -3.451)  1.041
H (-0.244, 1.649, 1.436)  0.178
H (-0.118, -1.479, -2.153)  0.118
H (2.045, 1.479, 0.315)  0.135

Net charge: +1
ΔE to the lowest compared entry with this formula, charge and spin in kcal per mole: 0.00
Energy in Ha: -1002.9569
E_LUMO in hartree: -0.1623
HOMO level in eV: -14.9
Strongest force on any atom in eV/A: 5.1
Kohn-Sham gap in Eh: 0.3857
M in g mol⁻¹: 168.52